Density functional theory data (ωB97M-V/def2-TZVPD) for a 2-piece molecular cluster, CH4N3O2S overall in a non-equilibrium geometry.

Bonds (Å) are listed after each position.
CARTESIAN COORDINATES (ANGSTROEM)
1 C -2.053 0.575 -0.034  N2 1.164, N3 1.250
2 N -2.699 1.474 0.322  C1 1.164, H8 0.999
3 N -1.414 -0.478 -0.252  C1 1.250, H10 1.015, H11 1.063
4 N 2.006 -0.186 0.046  O5 1.343, O6 1.237, S7 1.573
5 O 3.289 -0.578 0.083  N4 1.343, H9 0.977
6 O 1.146 -1.060 0.208  N4 1.237
7 S 1.724 1.341 -0.209  N4 1.573
8 H -3.115 2.378 0.231  N2 0.999
9 H 3.380 -1.537 0.247  O5 0.977
10 H -1.867 -1.294 -0.653  N3 1.015
11 H -0.396 -0.634 0.011  N3 1.063

Net charge ... +1
Lowest unoccupied orbital energy ... -5.0 eV
M ... 122.13 g/mol
Maximum force ... 2.08 eV Å⁻¹
Multiplicity ... 1

Here are the Mulliken charges for atoms 1 to 4, given in e: C 0.41; N -0.07; N -0.27; N 0.68

Density functional theory data (ωB97M-V/def2-TZVPD) for a 2-piece molecular cluster, C25H42ClF3N5O9S2 overall in a non-equilibrium geometry.

Bonds (Å) are listed after each position.
CARTESIAN COORDINATES (ANGSTROEM)
1 C -3.329 -1.417 -4.219  C2 1.546, H37 1.083, H38 1.083, H39 1.081
2 C -1.895 -0.897 -3.969  C1 1.546, N3 1.477, H40 1.082, H41 1.088
3 N -1.952 0.432 -3.325  C2 1.477, C4 1.451, C34 1.424
4 C -1.960 0.363 -1.875  N3 1.451, C5 1.561, H42 1.086, H43 1.090
5 C -0.693 -0.298 -1.249  C4 1.561, C6 1.492, H44 1.081, H45 1.082
6 C -0.417 0.150 0.147  C5 1.492, C7 1.417, C25 1.387
7 C -1.043 -0.531 1.220  C6 1.417, C8 1.494, N10 1.304
8 C -1.931 -1.697 0.930  C7 1.494, N9 1.474, H46 1.085, H47 1.088
9 N -1.127 -2.887 0.598  C8 1.474, H48 1.009, H49 1.012
10 N -0.915 -0.247 2.486  C7 1.304, N11 1.327
11 N -0.077 0.751 2.734  N10 1.327, N12 1.413, C17 1.321
12 N 0.093 1.054 4.103  N11 1.413, C13 1.479, C14 1.432
13 C -1.099 1.741 4.645  N12 1.479, H50 1.085, H51 1.081, H52 1.082
14 C 0.551 -0.108 4.804  N12 1.432, C15 1.505, O16 1.218
15 C 0.166 -0.248 6.252  C14 1.505, H53 1.089, H54 1.082, H55 1.077
16 O 1.277 -0.916 4.253  C14 1.218
17 C 0.606 1.449 1.843  N11 1.321, C18 1.498, C25 1.412
18 C 1.561 2.485 2.352  C17 1.498, C19 1.550, H56 1.081, H57 1.079
19 C 2.888 1.838 2.824  C18 1.550, C20 1.538, H58 1.082, H59 1.083
20 C 4.006 1.875 1.768  C19 1.538, S21 1.799, H60 1.085, H61 1.082
21 S 4.143 0.288 0.933  C20 1.799, O22 1.427, O23 1.420, O24 1.592
22 O 2.952 -0.469 1.145  S21 1.427
23 O 5.344 -0.335 1.366  S21 1.420
24 O 4.276 0.640 -0.614  S21 1.592, H62 0.963
25 C 0.439 1.194 0.465  C6 1.387, C17 1.412, C26 1.494
26 C 1.155 1.983 -0.583  C25 1.494, C27 1.564, H63 1.077, H64 1.079
27 C 0.268 3.179 -1.059  C26 1.564, C28 1.543, H65 1.077, H66 1.086
28 C 0.748 4.563 -0.576  C27 1.543, C29 1.529, H67 1.083, H68 1.084
29 C -0.171 5.176 0.481  C28 1.529, S30 1.786, H69 1.085, H70 1.085
30 S -0.198 6.952 0.293  C29 1.786, O31 1.421, O32 1.419, Cl33 2.035
31 O 1.015 7.465 0.827  S30 1.421
32 O -0.507 7.281 -1.053  S30 1.419
33 Cl -1.694 7.473 1.570  S30 2.035
34 C -0.999 1.357 -3.838  N3 1.424, C35 1.510, O36 1.215
35 C -1.587 2.698 -4.209  C34 1.510, H71 1.087, H72 1.080, H73 1.084
36 O 0.176 1.105 -4.019  C34 1.215
37 H -4.015 -0.749 -3.713  C1 1.083
38 H -3.466 -2.409 -3.808  C1 1.083
39 H -3.526 -1.406 -5.281  C1 1.081
40 H -1.399 -0.769 -4.923  C2 1.082
41 H -1.306 -1.623 -3.412  C2 1.088
42 H -2.858 -0.164 -1.566  C4 1.086
43 H -2.050 1.380 -1.493  C4 1.090
44 H 0.189 -0.103 -1.843  C5 1.081
45 H -0.831 -1.371 -1.281  C5 1.082
46 H -2.574 -1.482 0.083  C8 1.085
47 H -2.600 -1.892 1.765  C8 1.088
48 H -1.657 -3.723 0.794  N9 1.009
49 H -0.295 -2.871 1.174  N9 1.012
50 H -1.498 2.369 3.856  C13 1.085
51 H -1.882 1.068 4.966  C13 1.081
52 H -0.774 2.415 5.427  C13 1.082
53 H 0.614 0.576 6.806  C15 1.089
54 H -0.903 -0.230 6.417  C15 1.082
55 H 0.609 -1.151 6.638  C15 1.077
56 H 1.131 3.041 3.175  C18 1.081
57 H 1.744 3.205 1.569  C18 1.079
58 H 3.261 2.449 3.635  C19 1.082
59 H 2.711 0.820 3.149  C19 1.083
60 H 3.921 2.709 1.078  C20 1.085
61 H 4.945 2.017 2.287  C20 1.082
62 H 4.379 1.588 -0.751  O24 0.963
63 H 2.072 2.401 -0.202  C26 1.077
64 H 1.359 1.315 -1.406  C26 1.079
65 H 0.151 3.147 -2.129  C27 1.077
66 H -0.724 3.026 -0.643  C27 1.086
67 H 0.799 5.204 -1.447  C28 1.083
68 H 1.743 4.508 -0.148  C28 1.084
69 H 0.174 5.001 1.496  C29 1.085
70 H -1.179 4.781 0.417  C29 1.085
71 H -2.291 2.999 -3.437  C35 1.087
72 H -0.789 3.412 -4.353  C35 1.080
73 H -2.160 2.547 -5.116  C35 1.084
74 C 1.917 -6.469 -2.311  C75 1.513, H83 1.090, H84 1.089, H85 1.089
75 C 1.076 -6.503 -1.054  C74 1.513, O76 1.442, H86 1.088, H87 1.089
76 O -0.321 -6.318 -1.359  C75 1.442, C77 1.326
77 C -0.981 -7.401 -1.746  O76 1.326, O78 1.191, C79 1.537
78 O -0.539 -8.501 -1.865  C77 1.191
79 C -2.456 -7.039 -1.982  C77 1.537, F80 1.338, F81 1.341, F82 1.322
80 F -2.575 -5.888 -2.656  C79 1.338
81 F -3.085 -6.889 -0.808  C79 1.341
82 F -3.075 -7.985 -2.667  C79 1.322
83 H 1.738 -5.547 -2.865  C74 1.090
84 H 2.975 -6.529 -2.059  C74 1.089
85 H 1.671 -7.301 -2.969  C74 1.089
86 H 1.344 -5.678 -0.396  C75 1.088
87 H 1.218 -7.429 -0.500  C75 1.089

Net charge ... +1
Lowest unoccupied orbital energy ... -4.2 eV
M ... 713.22 g/mol
Maximum force ... 1.72 eV Å⁻¹
Multiplicity ... 1

Here are the Mulliken charges for atoms 1 to 4, given in e: C -1.19; C -0.35; N 0.31; C -0.95

Density functional theory data (ωB97M-V/def2-TZVPD) for a 2-piece molecular cluster, C19H45NO2P overall.

Bonds (Å) are listed after each position.
CARTESIAN COORDINATES (ANGSTROEM)
1 C -3.188 -0.060 2.167  C2 1.529, H21 1.092, H22 1.097, H23 1.095
2 C -4.404 -0.959 2.391  C1 1.529, C3 1.530, H24 1.096, H25 1.095
3 C -4.630 -1.952 1.250  C2 1.530, C4 1.528, H26 1.100, H27 1.094
4 C -3.721 -3.177 1.344  C3 1.528, C5 1.534, H28 1.099, H29 1.098
5 C -3.669 -4.045 0.080  C4 1.534, C6 1.530, H30 1.095, H31 1.100
6 C -2.308 -4.689 -0.192  C5 1.530, C7 1.532, H32 1.098, H33 1.095
7 C -1.289 -3.771 -0.875  C6 1.532, C8 1.528, H34 1.098, H35 1.098
8 C -1.145 -2.370 -0.284  C7 1.528, C9 1.527, H36 1.101, H37 1.098
9 C -0.220 -1.478 -1.109  C8 1.527, C10 1.526, H38 1.096, H39 1.099
10 C -0.280 -0.011 -0.692  C9 1.526, C11 1.527, H40 1.098, H41 1.102
11 C 0.641 0.898 -1.502  C10 1.527, C12 1.544, H42 1.094, H43 1.098
12 C 0.420 2.398 -1.210  C11 1.544, C13 1.532, H44 1.099, H45 1.092
13 C 1.669 3.149 -0.741  C12 1.532, C14 1.536, H46 1.095, H47 1.095
14 C 2.278 2.455 0.486  C13 1.536, N15 1.522, H48 1.091, H49 1.093
15 N 2.826 3.450 1.499  C14 1.522, C16 1.516, P19 1.809, H50 1.025
16 C 4.049 2.954 2.245  N15 1.516, C17 1.529, H51 1.093, H52 1.092
17 C 3.795 1.679 3.050  C16 1.529, C18 1.538, H53 1.093, H54 1.092
18 C 3.405 1.900 4.521  C17 1.538, H55 1.091, H56 1.094, H57 1.091
19 P 1.486 4.086 2.535  N15 1.809, O20 1.467, H58 1.399, H59 1.399
20 O 0.576 4.932 1.757  P19 1.467
21 H -3.113 0.708 2.940  C1 1.092
22 H -3.263 0.443 1.195  C1 1.097
23 H -2.253 -0.631 2.169  C1 1.095
24 H -4.269 -1.517 3.325  C2 1.096
25 H -5.296 -0.340 2.528  C2 1.095
26 H -4.455 -1.448 0.288  C3 1.100
27 H -5.676 -2.273 1.245  C3 1.094
28 H -2.708 -2.856 1.623  C4 1.099
29 H -4.073 -3.803 2.175  C4 1.098
30 H -4.417 -4.840 0.168  C5 1.095
31 H -3.967 -3.452 -0.797  C5 1.100
32 H -1.896 -5.072 0.751  C6 1.098
33 H -2.448 -5.562 -0.838  C6 1.095
34 H -1.559 -3.675 -1.935  C7 1.098
35 H -0.308 -4.265 -0.854  C7 1.098
36 H -2.132 -1.888 -0.209  C8 1.101
37 H -0.756 -2.444 0.741  C8 1.098
38 H -0.481 -1.545 -2.171  C9 1.096
39 H 0.813 -1.842 -1.018  C9 1.099
40 H -1.313 0.347 -0.799  C10 1.098
41 H -0.034 0.071 0.379  C10 1.102
42 H 0.471 0.702 -2.565  C11 1.094
43 H 1.686 0.627 -1.302  C11 1.098
44 H -0.342 2.517 -0.427  C12 1.099
45 H 0.022 2.899 -2.095  C12 1.092
46 H 1.387 4.176 -0.485  C13 1.095
47 H 2.423 3.205 -1.533  C13 1.095
48 H 3.114 1.799 0.237  C14 1.091
49 H 1.526 1.851 1.001  C14 1.093
50 H 3.102 4.272 0.954  N15 1.025
51 H 4.385 3.774 2.886  C16 1.093
52 H 4.804 2.803 1.471  C16 1.092
53 H 3.045 1.066 2.543  C17 1.093
54 H 4.716 1.095 3.003  C17 1.092
55 H 4.290 1.911 5.158  C18 1.091
56 H 2.889 2.850 4.690  C18 1.094
57 H 2.749 1.106 4.883  C18 1.091
58 H 1.031 2.860 3.032  P19 1.399
59 H 2.259 4.672 3.543  P19 1.399
60 C 1.811 -0.593 -6.701  C61 1.515, H63 1.090, H64 1.090, H65 1.092
61 C 1.227 0.055 -5.462  C60 1.515, O62 1.426, H66 1.090, H67 1.097
62 O 0.921 -0.889 -4.438  C61 1.426, H68 0.961
63 H 1.125 -1.341 -7.096  C60 1.090
64 H 2.000 0.151 -7.475  C60 1.090
65 H 2.759 -1.086 -6.471  C60 1.092
66 H 0.279 0.539 -5.695  C61 1.090
67 H 1.908 0.826 -5.080  C61 1.097
68 H 1.731 -1.350 -4.201  O62 0.961

Net charge ... +1
Lowest unoccupied orbital energy ... -2.9 eV
M ... 350.55 g/mol
Maximum force ... 0.63 eV Å⁻¹
Multiplicity ... 1

Here are the Mulliken charges for atoms 1 to 4, given in e: C -0.93; C -0.67; C -0.55; C -0.61

Density functional theory data (ωB97M-V/def2-TZVPD) for the molecule C3H5N3O.

Bonds (Å) are listed after each position.
CARTESIAN COORDINATES (ANGSTROEM)
1 N 2.062 -0.063 -0.002  C2 1.396, H8 1.013, H9 1.012
2 C 0.674 0.081 0.021  N1 1.396, C3 1.347, N7 1.391
3 C -0.130 1.161 0.063  C2 1.347, N4 1.413, H10 1.078
4 N -1.461 0.687 0.062  C3 1.413, C5 1.380, H11 1.007
5 C -1.482 -0.693 0.068  N4 1.380, O6 1.218, N7 1.392
6 O -2.441 -1.443 0.100  C5 1.218
7 N -0.137 -1.048 0.018  C2 1.391, C5 1.392, H12 1.006
8 H 2.359 -0.849 -0.568  N1 1.013
9 H 2.526 0.774 -0.330  N1 1.012
10 H 0.102 2.208 -0.050  C3 1.078
11 H -2.234 1.185 0.471  N4 1.007
12 H 0.162 -2.001 0.147  N7 1.006

Net charge ... 0
SMILES ... Nc1c[nH]c(=O)[nH]1
Lowest unoccupied orbital energy ... 0.8 eV
M ... 99.09 g/mol
Maximum force ... 0.38 eV Å⁻¹
Multiplicity ... 1

Here are the Mulliken charges for atoms 1 to 4, given in e: N -0.52; C 0.42; C -0.59; N -0.09

Density functional theory data (ωB97M-V/def2-TZVPD) for a 6-piece molecular cluster, C32H63Br2IO7 overall in a non-equilibrium geometry.

Bonds (Å) are listed after each position.
CARTESIAN COORDINATES (ANGSTROEM)
1 C 3.921 -5.269 2.049  C2 1.424, H18 1.193
2 C 4.264 -3.937 1.680  C1 1.424, C3 1.639
3 C 4.808 -2.596 0.911  C2 1.639, C4 1.644, C8 1.672, C12 1.639
4 C 6.007 -2.714 -0.208  C3 1.644, C5 1.646, H19 1.194, H20 1.194
5 C 7.099 -3.910 0.087  C4 1.646, C6 1.659, H21 1.193, H22 1.174
6 C 7.058 -5.007 -1.156  C5 1.659, I7 2.232, H23 1.190, H24 1.193
7 I 7.748 -4.097 -3.074  C6 2.232
8 C 5.573 -1.696 2.094  C3 1.672, O9 1.338, O10 1.477
9 O 6.547 -2.249 2.827  C8 1.338
10 O 5.025 -0.324 2.103  C8 1.477, C11 1.501
11 C 3.640 -0.475 1.543  O10 1.501, C12 1.655, H25 1.171, H26 1.191
12 C 3.751 -1.521 0.266  C3 1.639, C11 1.655, C13 1.639, H27 1.174
13 C 2.207 -1.967 -0.058  C12 1.639, Br14 2.040, C15 1.488
14 Br 0.745 -0.765 0.705  C13 2.040
15 C 1.768 -3.136 -0.868  C13 1.488, C16 1.658, Br17 2.034
16 C 0.190 -3.520 -1.201  C15 1.658, H28 1.172, H29 1.185, H30 1.193
17 Br 3.144 -4.410 -1.655  C15 2.034
18 H 3.570 -6.392 2.253  C1 1.193
19 H 6.619 -1.692 -0.139  C4 1.194
20 H 5.580 -2.727 -1.323  C4 1.194
21 H 8.186 -3.420 0.043  C5 1.193
22 H 7.013 -4.398 1.151  C5 1.174
23 H 7.824 -5.898 -0.969  C6 1.190
24 H 5.941 -5.404 -1.289  C6 1.193
25 H 3.299 0.617 1.298  C11 1.171
26 H 3.104 -1.054 2.435  C11 1.191
27 H 4.344 -0.965 -0.581  C12 1.174
28 H -0.568 -3.160 -0.382  C16 1.172
29 H 0.100 -4.700 -1.255  C16 1.185
30 H -0.164 -3.123 -2.268  C16 1.193
31 C -5.197 -3.282 1.559  C32 1.518, H36 1.095, H37 1.094, H38 1.094
32 C -4.080 -4.277 1.812  C31 1.518, O33 1.425, H39 1.095, H40 1.095
33 O -2.793 -3.789 1.442  C32 1.425, C34 1.425
34 C -2.326 -2.637 2.140  O33 1.425, C35 1.518, H41 1.095, H42 1.096
35 C -2.160 -2.864 3.632  C34 1.518, H43 1.094, H44 1.094, H45 1.095
36 H -5.153 -2.901 0.533  C31 1.095
37 H -6.172 -3.750 1.722  C31 1.094
38 H -5.123 -2.421 2.230  C31 1.094
39 H -4.260 -5.167 1.199  C32 1.095
40 H -4.076 -4.614 2.853  C32 1.095
41 H -2.976 -1.779 1.939  C34 1.095
42 H -1.348 -2.393 1.713  C34 1.096
43 H -3.127 -3.005 4.124  C35 1.094
44 H -1.669 -2.005 4.098  C35 1.094
45 H -1.562 -3.761 3.824  C35 1.095
46 C 4.745 -0.027 5.169  C47 1.518, H51 1.095, H52 1.094, H53 1.094
47 C 4.327 0.675 6.447  C46 1.518, O48 1.425, H54 1.095, H55 1.095
48 O 5.113 1.827 6.743  C47 1.425, C49 1.425
49 C 5.068 2.888 5.793  O48 1.425, C50 1.518, H56 1.095, H57 1.096
50 C 3.683 3.488 5.627  C49 1.518, H58 1.094, H59 1.094, H60 1.095
51 H 5.823 -0.224 5.168  C46 1.095
52 H 4.212 -0.976 5.060  C46 1.094
53 H 4.525 0.583 4.288  C46 1.094
54 H 4.463 -0.015 7.286  C47 1.095
55 H 3.263 0.934 6.428  C47 1.095
56 H 5.475 2.559 4.832  C49 1.095
57 H 5.743 3.666 6.167  C49 1.096
58 H 2.997 2.780 5.153  C50 1.094
59 H 3.726 4.383 5.000  C50 1.094
60 H 3.257 3.755 6.599  C50 1.095
61 C 4.030 1.385 -4.718  C62 1.518, H66 1.095, H67 1.094, H68 1.094
62 C 3.264 0.194 -4.173  C61 1.518, O63 1.425, H69 1.095, H70 1.095
63 O 2.619 0.458 -2.929  C62 1.425, C64 1.425
64 C 1.622 1.475 -2.935  O63 1.425, C65 1.518, H71 1.095, H72 1.096
65 C 0.443 1.157 -3.838  C64 1.518, H73 1.094, H74 1.094, H75 1.095
66 H 4.703 1.796 -3.957  C61 1.095
67 H 4.620 1.094 -5.592  C61 1.094
68 H 3.354 2.189 -5.024  C61 1.094
69 H 3.971 -0.622 -3.987  C62 1.095
70 H 2.542 -0.183 -4.905  C62 1.095
71 H 2.065 2.444 -3.187  C64 1.095
72 H 1.259 1.557 -1.904  C64 1.096
73 H 0.734 1.173 -4.893  C65 1.094
74 H -0.354 1.893 -3.701  C65 1.094
75 H 0.047 0.160 -3.623  C65 1.095
76 C -3.889 5.374 -3.132  C77 1.518, H81 1.095, H82 1.094, H83 1.094
77 C -3.776 3.862 -3.080  C76 1.518, O78 1.425, H84 1.095, H85 1.095
78 O -2.557 3.405 -2.498  C77 1.425, C79 1.425
79 C -2.328 3.767 -1.139  O78 1.425, C80 1.518, H86 1.095, H87 1.096
80 C -3.363 3.201 -0.183  C79 1.518, H88 1.094, H89 1.094, H90 1.095
81 H -2.996 5.815 -3.589  C76 1.095
82 H -4.767 5.673 -3.711  C76 1.094
83 H -3.987 5.801 -2.130  C76 1.094
84 H -3.793 3.474 -4.104  C77 1.095
85 H -4.634 3.417 -2.566  C77 1.095
86 H -2.250 4.854 -1.040  C79 1.095
87 H -1.347 3.359 -0.872  C79 1.096
88 H -4.343 3.662 -0.339  C80 1.094
89 H -3.068 3.385 0.854  C80 1.094
90 H -3.482 2.123 -0.333  C80 1.095
91 C -8.671 3.987 -3.441  C92 1.518, H96 1.095, H97 1.094, H98 1.094
92 C -7.871 2.714 -3.650  C91 1.518, O93 1.425, H99 1.095, H100 1.095
93 O -7.243 2.239 -2.462  C92 1.425, C94 1.425
94 C -8.107 1.873 -1.390  O93 1.425, C95 1.518, H101 1.095, H102 1.096
95 C -9.038 0.724 -1.734  C94 1.518, H103 1.094, H104 1.094, H105 1.095
96 H -8.067 4.747 -2.934  C91 1.095
97 H -9.013 4.387 -4.400  C91 1.094
98 H -9.554 3.805 -2.821  C91 1.094
99 H -7.066 2.921 -4.364  C92 1.095
100 H -8.487 1.927 -4.098  C92 1.095
101 H -8.667 2.744 -1.035  C94 1.095
102 H -7.459 1.561 -0.564  C94 1.096
103 H -9.780 1.022 -2.481  C95 1.094
104 H -9.578 0.388 -0.843  C95 1.094
105 H -8.478 -0.120 -2.149  C95 1.095

Net charge ... 0
SMILES ... C#C[C@]1(CCCI)C(=O)OC[C@@H]1/C(Br)=C(/C)Br.CCOCC.CCOCC.CCOCC.CCOCC.CCOCC
Lowest unoccupied orbital energy ... -0.2 eV
M ... 846.56 g/mol
Maximum force ... 9.84 eV Å⁻¹
Multiplicity ... 1

Here are the Mulliken charges for atoms 1 to 4, given in e: C -1.07; C -0.71; C 1.98; C -0.39